14
Properties=species:S:1:pos:R:3:lowdin_charge:R:1 method="wB97M-V/def2-TZVPD" relative_energy_ev=4.968 total_energy_ha=-307.52986 gap_ev=9.427 lumo_energy_ev=-0.256 molar_mass_g_mol=88.11
O -1.43458 -0.19519 1.20744 -0.022
O 1.14645 -1.92304 0.79997 -0.091
C 1.97509 -1.09000 0.30418 -0.265
C -0.48116 0.48992 0.42456 -0.478
C -1.13659 1.26789 -0.79558 -0.036
C 0.42566 -0.31818 -0.39901 0.114
H -0.19779 -1.03734 -0.94509 0.093
H 2.63420 -1.39286 -0.52660 0.096
H -2.07320 1.60281 -0.35927 0.084
H -0.02506 1.25522 1.06322 0.145
H 2.40668 -0.31387 0.96049 0.101
H -0.53931 2.12688 -1.12262 0.084
H -1.30430 -1.14432 1.07524 0.092
H -1.39608 0.67208 -1.68693 0.084